ORCA calculation (ωB97M-V with the def2-TZVPD basis set) on a cluster of 3 separate species, C26H32N3O9 in total.

The value obtained for the gap between HOMO and LUMO is 0.258 hartree. As for the total charge: +1. For the LUMO energy, the calculation gives -4.0 eV. The calculation puts the calculated total energy at -1851.1401 Eh.

Each line ends with the Mulliken charge.
CARTESIAN COORDINATES (ANGSTROEM)
C: -2.268 2.170 5.006  -0.839
C: -2.257 1.127 6.179  -0.731
C: -1.213 0.033 5.859  -0.577
N: 0.207 0.547 5.988  -0.342
C: 0.886 0.229 4.805  0.108
C: 1.360 1.173 3.901  -0.737
C: 1.990 0.748 2.730  0.166
C: 2.137 -0.636 2.481  0.220
C: 2.767 -1.261 1.235  -0.855
C: 3.410 -0.259 0.246  -1.231
C: 2.416 0.699 -0.476  -0.331
C: 1.005 0.130 -0.706  -0.656
N: 0.972 -1.038 -1.599  -0.329
C: -0.337 -1.478 -1.855  0.617
C: -0.594 -2.918 -2.328  -0.794
O: -1.308 -0.758 -1.680  -0.597
C: 1.678 -1.506 3.439  -0.563
N: 1.071 -1.081 4.567  0.064
H: -1.485 1.927 4.270  0.231
H: -3.229 2.114 4.479  0.346
H: -2.089 3.194 5.365  0.258
H: -2.093 1.582 7.165  0.353
H: -3.240 0.630 6.162  0.363
H: -1.387 -0.246 4.803  0.366
H: -1.367 -0.888 6.444  0.346
H: 0.166 1.560 6.071  0.433
H: 1.232 2.237 4.106  0.408
H: 2.370 1.470 2.009  0.371
H: 2.055 -1.957 0.760  0.366
H: 3.586 -1.910 1.601  0.555
H: 3.921 -0.861 -0.523  0.433
H: 4.191 0.322 0.763  0.402
H: 2.845 0.903 -1.471  0.341
H: 2.315 1.685 -0.001  0.350
H: 0.447 -0.098 0.223  0.219
H: 0.424 0.918 -1.211  0.543
H: 1.520 -1.822 -1.259  0.274
H: -1.654 -2.973 -2.659  0.076
H: 0.016 -3.216 -3.191  0.351
H: -0.522 -3.627 -1.485  0.265
H: 1.782 -2.589 3.336  0.446
H: 0.729 -1.758 5.243  0.302
C: 3.290 4.044 -3.130  -0.970
C: 3.406 4.862 -4.186  0.368
C: 4.713 5.512 -4.535  0.871
O: 4.766 6.229 -5.514  -0.591
C: 5.861 5.252 -3.674  -0.854
C: 5.741 4.439 -2.619  0.293
C: 4.442 3.769 -2.287  1.009
O: 4.395 3.021 -1.322  -0.597
O: 6.769 4.178 -1.806  -0.579
O: 2.376 5.140 -4.979  -0.561
H: 2.355 3.568 -2.869  0.504
H: 6.792 5.740 -3.925  0.428
H: 6.423 3.567 -1.130  0.335
H: 2.722 5.747 -5.662  0.355
C: -7.249 -4.128 -1.968  -0.993
C: -7.333 -4.940 -3.030  0.374
C: -6.254 -4.987 -4.070  0.929
O: -6.371 -5.756 -5.004  -0.599
C: -5.108 -4.098 -3.912  -0.893
C: -5.028 -3.285 -2.852  0.214
C: -6.094 -3.258 -1.799  1.058
O: -5.958 -2.511 -0.847  -0.631
O: -3.997 -2.454 -2.671  -0.428
O: -8.375 -5.749 -3.221  -0.553
H: -8.020 -4.086 -1.211  0.412
H: -4.345 -4.128 -4.677  0.438
H: -4.183 -1.984 -1.835  0.313
H: -8.191 -6.226 -4.053  0.359

=====

ORCA calculation (ωB97M-V with the def2-TZVPD basis set) on a structure of composition C26H32NO4PmS2.

The value obtained for the gap between HOMO and LUMO (alpha / beta) is 0.284 / 0.287 hartree. As for the total charge: 0. Its multiplicity is 5. For the LUMO energy (alpha / beta), the calculation gives 0.0 / 0.0 eV. The calculation puts the calculated total energy at -2770.3330 Eh.

Each line ends with the Mulliken spin population.
CARTESIAN COORDINATES (ANGSTROEM)
O: -0.062 -0.046 -2.564  -0.003
C: 0.990 -0.226 -3.643  0.002
C: 0.350 0.817 -4.524  -0.001
H: 0.915 -1.261 -3.966  -0.003
H: 1.981 0.003 -3.255  0.001
C: -0.758 0.891 -3.468  -0.002
H: -0.112 0.444 -5.426  0.001
H: 0.885 1.762 -4.652  0.000
C: -2.043 0.266 -3.968  0.000
H: -1.798 -0.727 -4.372  0.000
H: -2.441 0.869 -4.797  0.000
H: -2.808 0.218 -3.178  0.000
C: -0.853 2.312 -2.976  0.000
H: 0.152 2.721 -2.841  0.000
H: -1.427 2.426 -2.053  0.000
H: -1.346 2.901 -3.764  0.000
Pm: 0.317 -0.606 -0.316  4.053
C: 1.383 1.194 1.275  -0.012
C: 2.480 0.371 0.928  -0.001
C: 2.826 0.620 -0.431  -0.007
H: 2.983 -0.313 1.613  0.001
C: 1.908 1.587 -0.931  -0.010
C: 1.017 1.942 0.120  0.000
H: 0.211 2.676 0.054  0.001
H: 0.947 1.279 2.274  0.001
H: 3.691 0.208 -0.959  0.001
H: 1.932 2.052 -1.919  0.001
C: -1.584 -0.376 1.594  0.010
C: -1.697 0.829 0.846  -0.010
C: -2.173 0.504 -0.454  -0.001
H: -1.507 1.830 1.210  0.002
C: -2.328 -0.917 -0.530  -0.017
C: -1.996 -1.456 0.753  -0.007
H: -2.101 -2.488 1.062  0.000
H: -1.328 -0.448 2.647  0.002
H: -2.513 1.218 -1.190  0.000
H: -2.686 -1.465 -1.393  0.000
O: 0.467 -1.388 -6.161  0.000
C: 0.026 -0.503 -7.245  0.000
C: 0.465 -1.063 -8.600  0.000
H: 0.504 0.490 -7.134  0.000
H: -1.070 -0.350 -7.194  0.000
C: 1.453 -2.177 -8.249  0.000
H: 0.947 -0.288 -9.207  0.000
H: -0.416 -1.483 -9.093  0.000
C: 1.325 -2.399 -6.719  0.000
H: 2.477 -1.834 -8.455  0.000
H: 1.208 -3.083 -8.815  0.000
H: 2.323 -2.361 -6.242  0.000
H: 0.907 -3.394 -6.500  0.000
O: 1.838 0.184 4.570  0.000
S: 2.166 -1.222 4.462  0.000
O: 3.341 -1.721 5.135  0.000
N: 2.102 -1.684 2.859  0.000
C: 1.112 -2.511 2.548  0.001
S: 0.861 -3.058 0.948  -0.005
C: 0.275 -2.836 3.702  0.000
C: -0.948 -3.499 3.725  0.001
C: -1.706 -3.489 4.897  0.000
C: -1.226 -2.851 6.055  0.000
C: 0.035 -2.231 6.054  0.000
C: 0.753 -2.214 4.863  0.000
H: -1.262 -4.008 2.811  0.000
H: -2.680 -3.982 4.906  0.000
H: -1.848 -2.838 6.951  0.000
H: 0.449 -1.756 6.946  0.000

=====

ORCA calculation (ωB97M-V with the def2-TZVPD basis set) on a structure of composition C26H33AlBrN3O4.

The value obtained for the gap between HOMO and LUMO (alpha / beta) is 0.222 / 0.269 hartree. As for the total charge: 0. For the LUMO energy (alpha / beta), the calculation gives -0.1 / -0.4 eV. The calculation puts the relative energy (zero: lowest compared OMol25 entry of this formula, charge and spin) at 13.4 kcal per mole. The calculation puts the calculated total energy at -4292.2280 Eh.

Each line ends with the Mulliken charge.
CARTESIAN COORDINATES (ANGSTROEM)
Al: 0.659 -1.142 1.115  -0.472
O: 3.165 -0.658 4.505  -0.750
C: 4.245 -0.287 3.782  0.638
C: 5.409 0.033 4.480  -0.581
C: 6.548 0.430 3.807  -0.331
C: 6.552 0.509 2.418  -0.765
C: 5.399 0.186 1.727  -0.454
C: 4.237 -0.208 2.385  -0.148
C: 3.011 -0.488 1.553  0.166
O: 2.009 -1.207 2.258  -0.979
N: 2.491 0.798 1.053  -0.540
N: 1.079 0.650 0.749  0.537
C: 0.536 1.836 0.427  -1.094
C: -0.691 2.347 0.839  0.504
Br: -1.337 1.773 2.580  -0.112
C: -1.463 3.302 0.221  -0.978
C: -1.437 3.665 -1.182  1.013
C: -2.149 4.808 -1.586  -0.684
C: -2.200 5.196 -2.912  -0.528
C: -1.547 4.450 -3.886  -0.451
C: -0.851 3.309 -3.510  -0.754
C: -0.793 2.919 -2.182  -0.157
H: 2.481 -0.942 3.862  0.579
H: 5.389 -0.040 5.560  0.441
H: 7.440 0.675 4.368  0.365
H: 7.442 0.816 1.886  0.391
H: 5.381 0.243 0.644  0.391
H: 3.305 -1.074 0.670  0.274
H: 2.532 1.447 1.839  0.333
H: 1.169 2.518 -0.143  0.660
H: -2.199 3.818 0.826  0.298
H: -2.661 5.397 -0.834  0.354
H: -2.751 6.086 -3.189  0.383
H: -1.583 4.752 -4.924  0.373
H: -0.345 2.713 -4.259  0.408
H: -0.254 2.018 -1.919  0.454
C: 0.248 -1.861 -2.378  -1.369
C: 0.552 -3.062 -1.470  3.362
C: 1.598 -3.940 -2.166  -2.008
C: -0.717 -3.912 -1.277  -1.443
C: 1.061 -2.581 -0.135  -2.064
H: -0.191 -2.182 -3.326  0.420
H: 1.162 -1.306 -2.595  0.378
H: -0.437 -1.158 -1.899  0.115
H: 1.247 -4.275 -3.145  0.426
H: 1.821 -4.822 -1.563  0.454
H: 2.528 -3.387 -2.310  0.426
H: -1.059 -4.310 -2.236  0.411
H: -1.533 -3.329 -0.845  0.119
H: -0.524 -4.751 -0.608  0.419
H: 1.942 -3.137 0.196  0.686
O: -3.098 -1.957 2.180  -0.508
C: -2.334 -1.478 1.255  0.320
O: -1.140 -1.276 1.481  0.057
C: -3.030 -1.193 -0.069  0.723
N: -4.355 -1.825 -0.007  -0.635
C: -5.377 -0.840 -0.412  -0.707
C: -4.775 0.472 0.065  -0.803
C: -3.299 0.312 -0.294  0.513
H: -2.394 -1.592 -0.856  0.227
H: -3.976 -2.074 1.702  0.462
H: -4.399 -2.686 -0.538  0.243
H: -6.333 -1.079 0.050  0.392
H: -5.508 -0.827 -1.499  0.316
H: -4.900 0.575 1.145  0.302
H: -5.224 1.340 -0.412  0.450
H: -2.643 0.949 0.288  -0.879
H: -3.131 0.545 -1.347  0.412